This record from OMol25 describes 2 unconnected molecules or ions with the total composition C6H12O4 in a non-equilibrium geometry. The level of theory is ωB97M-V/def2-TZVPD.

As for the SMILES: C[C@H]1C[C@@H](CO)C(=O)O1.O. For the HOMO energy, the calculation gives -10.1 eV. The energy relative to the best compared isomer or geometry (same formula, charge and spin) is 2.025 eV.

Positions of all 22 atoms, in Å:
C -4.23786 2.64126 -0.30593
C -3.27003 1.48285 -0.37605
C -3.05570 0.90913 -1.78060
C -1.68188 0.24270 -1.70988
C -0.97553 0.04519 -3.04886
O 0.08535 -0.87966 -2.97016
C -0.87999 1.11854 -0.76459
O 0.19850 0.83088 -0.29504
O -1.95034 1.88856 0.06223
H -3.79822 3.53927 -0.76218
H -5.15188 2.38437 -0.85890
H -4.50842 2.86432 0.73465
H -3.58545 0.68695 0.31494
H -3.84014 0.18934 -2.04289
H -3.04392 1.73176 -2.51152
H -1.77419 -0.73751 -1.21398
H -1.69845 -0.35064 -3.77441
H -0.62313 1.02083 -3.42372
H 0.90923 -0.40430 -3.13382
O -0.22522 3.37188 -1.21063
H -1.16136 3.39438 -0.54578
H -0.58517 3.45801 -2.09898

---

This record from OMol25 describes a molecular structure, C28H24BrClInO6S2 in a non-equilibrium geometry. The level of theory is ωB97M-V/def2-TZVPD.

For the HOMO energy, the calculation gives -5.5 eV. As for the net charge: -1. The energy relative to the best compared isomer or geometry (same formula, charge and spin) is 1.141 eV.

Positions of all 63 atoms, in Å:
In -2.34439 0.21941 1.26062
O -1.04324 0.60750 3.54228
Cl -2.26631 1.29423 3.74869
O -2.30099 1.86536 5.03199
O -3.33468 0.36061 3.59064
O -2.41134 2.30669 2.75933
Br -4.68963 0.92611 0.60224
C 8.42844 -0.50570 0.45215
C 6.97369 -0.13149 0.48681
O 6.24184 -0.25104 1.42663
S 6.39830 0.49209 -1.07511
C 4.66659 0.75005 -0.71209
C 3.73775 -0.15383 -1.20835
C 2.40535 0.00504 -0.89240
C 1.99951 1.07329 -0.08504
C 2.94471 1.98978 0.37758
C 4.27910 1.82990 0.06627
C 0.63917 1.15770 0.28615
C -0.54585 1.20215 0.54515
H 8.91525 -0.14105 1.35373
H 8.91294 -0.10887 -0.43429
H 8.49059 -1.59479 0.44439
H 4.06360 -0.98430 -1.81776
H 1.65718 -0.69233 -1.24231
H 2.61806 2.80859 1.00189
H 5.01500 2.52648 0.44257
C 0.22639 5.37139 -2.22276
C -0.46955 4.04258 -2.24570
C -1.72249 3.89149 -1.66391
C -2.31924 2.64649 -1.57882
C -1.64734 1.53471 -2.05960
C -0.42313 1.67245 -2.68723
C 0.15033 2.92676 -2.79746
S -2.24218 -0.10767 -1.60938
C -3.45617 -0.26473 -2.99043
O -1.15540 -1.03329 -1.93542
H -0.49692 6.17682 -2.11427
H 0.81018 5.52053 -3.12893
H 0.91133 5.40488 -1.37320
H -2.22498 4.74974 -1.24103
H -3.29439 2.54218 -1.12347
H 0.08473 0.78900 -3.04687
H 1.11046 3.04380 -3.28072
H -2.96713 -0.03145 -3.92831
H -4.27979 0.40753 -2.78388
H -3.79801 -1.29359 -2.97082
C -4.50034 -5.12380 1.71502
C -4.96764 -3.80192 1.79604
C -4.08116 -2.76271 1.76149
C -2.69741 -2.98950 1.60543
C -1.78315 -1.92092 1.49865
C -0.44522 -2.17887 1.39097
C 0.03332 -3.49834 1.36819
C -0.83549 -4.55150 1.43298
C -2.22249 -4.33083 1.55478
C -3.16128 -5.38265 1.61928
H -5.21317 -5.93742 1.74628
H -6.02913 -3.61818 1.90195
H -4.42794 -1.74163 1.86853
H 0.25575 -1.35835 1.31475
H 1.09724 -3.67241 1.27573
H -0.46812 -5.56839 1.39441
H -2.80109 -6.40382 1.58595

---

This record from OMol25 describes 2 unconnected molecules or ions with the total composition C12H10BF5N5O5 in a non-equilibrium geometry. The level of theory is ωB97M-V/def2-TZVPD.

For the HOMO energy, the calculation gives -13.3 eV. As for the net charge: +1.

Positions of all 38 atoms, in Å:
C 2.32659 -3.68521 -4.16214
C 2.36890 -2.71525 -3.46919
N 2.40814 -1.73401 -2.51769
N 3.48924 -1.08328 -2.24209
N 3.23319 -0.23528 -1.27278
C 1.94528 -0.38256 -0.94316
O 1.33149 0.25417 -0.00765
B 2.20556 0.74087 1.07898
O 2.40241 -0.10962 2.11704
O 2.69530 2.00138 1.03673
N 1.37904 -1.32564 -1.73760
C 0.00733 -1.87404 -1.73988
F -0.28629 -2.22342 -3.00057
F 0.08380 -3.00269 -1.02570
C -0.99323 -0.88842 -1.20962
C -1.00754 0.44477 -1.62172
C -1.95722 1.29134 -1.08795
C -2.88883 0.83822 -0.16491
C -2.88763 -0.49790 0.21954
C -3.90965 -1.03604 1.19328
F -5.06171 -1.29627 0.54567
F -4.18920 -0.15390 2.14423
F -3.50931 -2.17283 1.75227
C -1.93357 -1.35598 -0.30558
H 2.23249 -4.56941 -4.75174
H 1.63330 -0.69178 2.20800
H 3.63641 2.05374 0.83181
H -0.27895 0.78377 -2.34799
H -1.98846 2.33613 -1.36470
H -3.63365 1.48935 0.27106
H -1.92812 -2.39193 0.00270
C 0.92285 3.43022 3.26639
N -0.18264 2.52490 2.84450
O -1.04212 2.97767 2.11980
O -0.14035 1.37966 3.24795
H 0.75399 4.40674 2.82890
H 0.90920 3.47653 4.35102
H 1.85389 2.99600 2.91277

---

This record from OMol25 describes a molecular structure, C2H3O2Sr in a non-equilibrium geometry. The level of theory is ωB97M-V/def2-TZVPD.

For the HOMO energy, the calculation gives -12.4 eV. As for the net charge: +1. The energy relative to the best compared isomer or geometry (same formula, charge and spin) is 1.167 eV.

Positions of all 8 atoms, in Å:
C -0.46680 -0.73377 -2.47780
O -1.30867 -0.51800 -3.20762
H 0.27336 -0.88423 0.17643
H 1.47811 0.17026 0.05977
C 0.73327 -0.10016 0.92496
O 0.05341 0.99030 1.40870
Sr -2.01647 1.72606 1.38322
H 1.25378 -0.65046 1.73233

---

This record from OMol25 describes 2 unconnected molecules or ions with the total composition C2H2Cl4O in a non-equilibrium geometry. The level of theory is ωB97M-V/def2-TZVPD.

As for the spin multiplicity: 3. For the HOMO energy (alpha / beta), the calculation gives -7.5 / -11.1 eV. The expectation value of S² is 2.0073. The energy relative to the best compared isomer or geometry (same formula, charge and spin) is 0.000 eV.

Positions of all 9 atoms, in Å:
C 1.29963 -0.29144 -0.45703
C -1.29558 0.17304 -0.00671
O 1.63366 0.69417 0.41989
Cl 1.16904 -1.98227 -0.02403
Cl -1.25123 1.26329 1.30683
Cl -2.13015 0.93135 -1.30470
Cl -1.92431 -1.33929 0.43483
H 1.58204 -0.25715 -1.41653
H 0.91689 0.80829 1.04745

---

This record from OMol25 describes a molecular structure, C8H26N4O5Sm in a non-equilibrium geometry. The level of theory is ωB97M-V/def2-TZVPD.

As for the spin multiplicity: 6. For the HOMO energy (alpha / beta), the calculation gives -10.9 / -10.7 eV. As for the net charge: +1. The expectation value of S² is 8.7763. The energy relative to the best compared isomer or geometry (same formula, charge and spin) is 0.000 eV.

Positions of all 44 atoms, in Å:
O -2.12812 -2.19210 1.94164
H -1.85131 -3.03068 2.38948
Sm -0.58748 -0.94606 0.83786
N -0.43150 -0.18864 -1.51498
N -2.60929 -0.90240 -0.43089
O 0.83255 0.11094 -2.09406
O -3.75333 -1.44824 0.17824
C -1.50035 -0.10344 -2.33222
C -2.73949 -0.53363 -1.72013
C -1.47299 0.37727 -3.74108
C -4.05817 -0.56853 -2.44982
H -0.47504 0.39706 -4.19462
H -1.91328 1.38907 -3.83894
H -2.10069 -0.27674 -4.36668
H -4.84481 -0.87045 -1.74414
H -4.02547 -1.30625 -3.27386
H -4.30710 0.42541 -2.87313
H 0.60487 0.74899 -2.78289
H -3.30046 -1.98398 0.93633
O -1.61392 1.63602 1.05309
H -1.31802 2.43733 0.59609
H -2.58123 1.72913 1.11269
C 0.25016 -2.89145 0.09500
H 1.32034 -2.66067 0.03502
H -0.09791 -3.03994 -0.94517
H -0.03460 -3.76463 0.69702
O 3.53846 -1.35046 -1.96501
H 2.63820 -1.00197 -1.85836
H 3.49411 -2.31767 -1.94754
N -0.00156 -0.35888 3.34316
C 0.67878 0.87451 3.79733
C 2.18671 0.83669 3.52638
C 2.66297 0.49760 2.09672
N 1.64277 0.61999 0.99019
H 0.55215 -1.18102 3.57751
H -0.90018 -0.48145 3.82405
H 0.22112 1.73837 3.30485
H 0.51998 1.00887 4.88020
H 2.62460 1.80261 3.82862
H 2.63863 0.08758 4.19805
H 3.54334 1.13713 1.87003
H 3.00687 -0.54502 2.08130
H 2.11436 0.38071 0.10152
H 1.43901 1.60767 0.86937